[1]
ORCA calculation (ωB97M-V/def2-TZVPD) on C22H15BrCrF5N8O3STe as an isolated structure.

Cartesian coordinates (Å):
H -1.215 4.760 2.475
H 4.335 2.998 -1.035
C 4.867 3.865 3.440
H 2.974 1.313 -2.191
C 1.332 3.658 0.544
C -5.035 0.632 0.560
C 1.191 1.731 -1.030
H 8.368 5.493 3.653
C -1.481 -4.044 -1.207
F 0.465 -0.020 1.043
C 6.672 5.119 2.403
H -2.267 2.731 1.467
H -4.394 1.470 0.306
Cr -0.962 0.324 -0.248
C 5.589 3.786 4.607
C -0.277 -4.599 0.875
F -3.136 -0.862 3.163
H -5.065 -3.475 -1.535
C 6.849 4.374 4.670
O 0.438 0.783 -1.369
F -1.928 -3.075 3.065
C 0.616 2.627 -0.043
F -2.853 -2.055 1.037
H -4.790 0.282 1.564
H -3.176 -2.079 -2.480
Te -1.470 -1.229 2.264
C 3.287 2.877 -0.790
N 3.483 4.407 1.079
H 1.160 5.283 1.950
H -6.080 0.935 0.514
Br 7.849 4.252 6.268
C -0.744 -3.620 -0.054
C 0.648 4.461 1.468
N -0.481 -2.374 0.138
N -4.795 -0.442 -0.381
C -3.808 -0.503 -1.283
H 5.184 3.272 5.467
C 7.391 5.039 3.575
O -0.861 -1.508 -0.769
N 0.142 -5.449 1.523
C -1.268 3.042 1.191
F -1.155 0.550 3.275
C -4.866 -2.456 -1.260
H 3.885 3.416 3.361
C -0.662 4.163 1.765
H -6.252 -1.840 0.343
N 4.705 4.634 1.149
C 5.392 4.549 2.321
H 7.079 5.622 1.536
N -3.863 -1.721 -1.837
N -2.086 -4.268 -2.158
O -2.074 0.152 0.951
C 2.757 3.715 0.249
S -2.758 0.760 -1.817
C 2.536 1.947 -1.434
N -0.640 2.303 0.302
C -5.453 -1.651 -0.350

Values from the calculation:
Electronic energy in a.u.: -6295.07679
Kohn-Sham gap (alpha / beta) in eV: 5.939 / 5.467
Total charge: 0
E_HOMO (alpha / beta) in eV: -8.62 / -8.71
Energy above the lowest of the compared OMol25 structures with the same formula, charge and spin in kJ/mol: 232.0
Maximum force in eV Å⁻¹: 4.75
M in g/mol: 825.97
2S+1: 4



[2]
ORCA calculation (ωB97M-V/def2-TZVPD) on C22H15Cl2N8O3Te4Ti as an isolated structure.

Cartesian coordinates (Å):
Te -3.786 1.428 -4.204
Cl 0.868 -7.043 -0.134
C 2.947 2.845 -2.553
H 0.431 -0.690 2.583
H 2.709 4.507 2.746
H -0.936 -4.897 0.154
H -4.796 -1.827 0.099
N 1.499 -1.183 -0.547
C 1.655 2.942 -3.044
C 0.808 0.317 2.468
O -1.532 0.064 -2.070
C 1.504 -2.568 -0.356
N 2.271 4.060 1.960
C 2.586 -3.424 -0.500
C -2.879 -1.183 0.757
H 0.758 2.701 0.217
H 1.976 4.628 1.189
N 1.002 1.022 -1.795
O -2.599 -2.854 -0.960
C -4.252 -1.112 0.700
C 0.988 2.192 1.146
Te -4.661 2.715 -1.992
C 2.392 -4.799 -0.422
C 0.229 -3.115 -0.078
C 2.609 -0.435 -0.712
C 0.044 -4.480 -0.033
Te -3.144 -0.821 -2.879
Te -2.167 2.857 -0.962
C 1.743 2.823 2.156
N 1.970 2.218 3.313
Ti -0.336 -0.233 -0.162
H 1.371 3.724 -3.734
H -5.964 -0.017 1.395
C 1.132 -5.329 -0.210
N -2.130 -0.344 1.492
H 3.574 -3.029 -0.679
O 3.775 -0.720 -0.481
C 0.713 2.004 -2.645
C 2.276 0.882 -1.399
C -2.745 0.616 2.167
H 4.279 1.582 -1.379
N -0.760 -2.168 0.280
H 3.700 3.571 -2.836
H -2.111 1.288 2.737
C -4.125 0.769 2.169
C -2.077 -2.196 -0.065
C -4.886 -0.111 1.424
N 0.563 0.958 1.309
C 3.276 1.773 -1.735
C 1.495 0.983 3.460
H -4.578 1.570 2.736
H -0.298 2.019 -3.028
Cl 3.780 -5.828 -0.602
N -1.834 0.848 -0.876
H 1.670 0.497 4.412

Values from the calculation:
Electronic energy in a.u.: -4353.17507
Kohn-Sham gap (alpha / beta) in eV: 6.499 / 6.587
Total charge: 0
E_HOMO (alpha / beta) in eV: -7.33 / -7.42
Energy above the lowest of the compared OMol25 structures with the same formula, charge and spin in kJ/mol: 91.8
Maximum force in eV Å⁻¹: 0.96
M in g/mol: 1068.59
2S+1: 2



[3]
ORCA calculation (ωB97M-V/def2-TZVPD) on C22H16BiBrCl5NO4S as an isolated structure.

Cartesian coordinates (Å):
H -8.496 -15.032 -6.841
H -9.756 -15.661 -7.832
H -10.239 -17.810 -13.770
Cl -14.769 -20.209 -12.492
C -4.974 -12.684 -9.531
H -8.521 -19.189 -14.393
C -8.215 -18.352 -13.850
H -4.294 -10.285 -7.526
Bi -10.654 -14.862 -12.137
H -4.433 -12.330 -6.211
S -6.311 -16.237 -8.161
H -9.638 -13.148 -8.134
C -3.886 -10.737 -8.402
C -13.922 -17.740 -13.152
C -5.579 -14.647 -8.184
O -6.259 -16.688 -6.784
H -5.160 -12.175 -10.473
H -7.884 -13.184 -8.398
N -7.831 -15.970 -8.661
C -4.604 -12.863 -7.121
H -6.013 -14.421 -10.241
C -7.601 -15.923 -12.458
C -9.201 -17.482 -13.497
C -8.941 -16.280 -12.758
C -12.071 -16.604 -11.988
C -5.227 -14.072 -6.982
C -9.210 -13.970 -9.943
H -4.334 -10.132 -9.130
C -4.511 -12.164 -8.358
C -6.582 -16.859 -12.862
O -8.719 -13.376 -10.889
C -6.891 -18.015 -13.561
C -11.898 -17.763 -11.269
Cl -13.108 -15.323 -14.193
O -10.128 -14.878 -10.070
C -8.829 -13.758 -8.484
H -5.477 -14.555 -6.055
Cl -15.154 -17.738 -14.343
H -2.816 -10.779 -8.548
O -5.810 -17.047 -9.268
H -8.212 -16.792 -9.071
Br -5.531 -19.123 -14.221
C -5.515 -14.024 -9.420
C -13.063 -16.607 -13.016
Cl -12.328 -20.390 -10.580
Cl -10.491 -17.929 -10.342
C -13.733 -18.858 -12.295
C -12.649 -18.933 -11.428
H -5.579 -16.501 -12.830
C -8.748 -15.143 -7.864
H -7.282 -14.867 -12.277

Values from the calculation:
Electronic energy in a.u.: -6691.38249
Kohn-Sham gap in eV: 8.619
Total charge: 0
E_HOMO in eV: -8.96
Energy above the lowest of the compared OMol25 structures with the same formula, charge and spin in kJ/mol: 22.1
Maximum force in eV Å⁻¹: 3.89
M in g/mol: 856.59
2S+1: 1



[4]
ORCA calculation (ωB97M-V/def2-TZVPD) on C22H16Cl2IrN7O4S as an isolated structure.

Cartesian coordinates (Å):
N -0.538 -1.499 -1.469
H -2.452 -1.387 -2.205
H 4.475 -1.430 0.966
H 1.200 -4.271 -0.755
H -0.968 -5.324 -1.386
O -1.228 -1.144 1.057
C 4.460 0.532 -1.023
C 1.630 1.433 2.394
H -1.532 0.013 5.375
O -2.470 1.602 -4.863
H -0.136 2.916 -4.089
C 2.490 -2.165 0.345
C 0.458 -2.295 -1.077
H 3.931 1.449 -1.273
C -3.130 1.413 2.694
C -0.983 2.755 -3.423
O -1.421 0.378 -3.323
C -1.689 -2.067 -1.857
H 0.453 3.013 -1.936
H -3.904 1.682 0.285
Cl -0.143 -1.801 3.694
N 3.478 -0.501 -0.698
C -1.831 0.163 4.348
H -1.643 3.614 -3.505
C -0.853 -4.249 -1.408
C -1.718 1.507 -3.932
Ir -0.437 0.570 -1.594
N -0.469 2.598 -2.028
N 4.136 0.884 2.390
C -1.888 -3.432 -1.826
H -1.073 3.088 -1.373
H 2.174 -2.950 1.008
C 3.613 -1.425 0.323
N 0.464 0.946 0.191
H 5.077 0.695 -0.145
C 0.900 2.013 3.457
S 1.638 0.281 -2.582
H -2.839 -3.836 -2.140
C -1.288 -0.593 3.347
N 0.264 2.453 4.313
H 5.068 0.219 -1.869
C 0.979 1.164 1.206
C 2.296 -0.661 -1.297
C 0.349 -3.671 -1.042
C 3.017 1.161 2.440
N 1.679 -1.696 -0.680
H -3.851 2.198 2.498
O -2.383 0.960 -0.749
Cl -3.426 2.114 5.263
C -2.568 0.705 1.662
C -2.757 1.161 4.028
C -2.959 1.121 0.323
C -1.653 -0.406 1.937

Values from the calculation:
Electronic energy in a.u.: -2954.93786
Kohn-Sham gap (alpha / beta) in eV: 6.961 / 5.057
Total charge: +1
E_HOMO (alpha / beta) in eV: -10.87 / -10.86
Energy above the lowest of the compared OMol25 structures with the same formula, charge and spin in kJ/mol: 0.0
Maximum force in eV Å⁻¹: 0.25
M in g/mol: 737.60
2S+1: 2



[5]
ORCA calculation (ωB97M-V/def2-TZVPD) on C22H16Cl2N6O6RuS2 as an isolated structure.

Cartesian coordinates (Å):
H 10.472 13.759 4.530
N 10.507 12.383 11.693
C 12.688 15.403 7.581
C 8.328 8.793 7.547
C 7.069 11.365 8.603
O 11.815 9.833 7.558
Ru 9.603 12.035 9.832
N 7.688 12.503 10.638
O 13.281 11.760 7.537
N 11.840 14.799 8.501
C 10.832 13.621 12.240
C 7.397 13.316 11.684
H 4.056 12.617 11.809
C 6.730 12.013 9.889
C 10.105 10.000 11.902
H 12.604 15.498 5.300
S 11.776 11.229 7.673
H 8.221 13.916 12.100
C 11.154 12.669 14.418
H 13.609 15.929 7.931
H 11.303 14.814 13.896
C 5.383 12.133 10.255
C 10.746 14.370 7.775
O 6.270 11.269 7.660
O 11.460 11.775 9.138
C 6.125 13.367 12.188
O 10.942 11.902 6.683
C 5.115 12.674 11.485
H 7.887 9.216 6.672
C 10.003 14.256 5.386
C 9.282 7.786 9.989
Cl 8.744 5.298 9.433
H 9.318 13.533 5.851
C 11.119 13.786 13.540
C 10.446 11.334 12.523
H 10.912 10.489 14.477
H 4.649 11.791 9.550
C 12.164 15.271 6.292
H 13.259 12.701 7.745
H 10.929 14.505 11.580
N 9.574 10.138 10.635
H 9.448 7.381 10.998
S 9.210 13.828 8.363
Cl 7.892 6.322 6.469
N 10.927 14.626 6.442
H 5.812 13.995 12.956
O 10.163 9.007 12.616
C 8.427 7.407 7.687
C 8.892 6.922 8.958
C 8.669 9.645 8.572
H 9.335 15.113 5.051
C 10.892 11.415 13.851
N 8.407 11.001 8.627
H 11.350 12.865 15.478
C 9.183 9.150 9.829

Values from the calculation:
Electronic energy in a.u.: -3439.51988
Kohn-Sham gap (alpha / beta) in eV: 5.559 / 4.601
Total charge: 0
E_HOMO (alpha / beta) in eV: -6.32 / -7.53
Energy above the lowest of the compared OMol25 structures with the same formula, charge and spin in kJ/mol: 72.2
Maximum force in eV Å⁻¹: 4.49
M in g/mol: 696.52
2S+1: 5



[6]
ORCA calculation (ωB97M-V/def2-TZVPD) on C22H16N5O2PdSe2 as an isolated structure.

Cartesian coordinates (Å):
Se -3.710 0.892 -1.086
H -0.284 -4.851 -1.157
C -0.605 0.002 -2.929
H -1.070 0.014 5.015
C -3.116 3.490 -0.063
C -0.282 0.003 4.275
O 3.841 0.008 -1.457
O 3.842 -0.008 1.457
N -1.350 1.880 0.011
C -0.283 -0.003 -4.275
Se -3.709 -0.891 1.087
H 3.078 0.014 -3.871
N -1.351 -1.880 -0.011
H -1.636 -0.011 -2.599
H 3.078 -0.014 3.871
C 1.623 -0.022 2.328
C 1.053 0.004 -4.647
H -4.147 3.705 -0.306
C -0.970 4.123 0.754
C 2.661 -0.013 1.226
C 1.054 -0.004 4.647
C 2.019 0.014 -3.653
H 0.483 2.547 0.705
C -2.289 -4.456 -0.470
C -2.287 4.456 0.470
N 0.323 0.021 -1.975
H -2.657 -5.454 -0.661
H -0.281 4.851 1.155
H 1.339 -0.001 5.690
N 2.039 0.000 0.000
C -0.548 2.830 0.511
H -1.070 -0.014 -5.014
C -3.117 -3.489 0.064
H -2.655 5.455 0.661
C -0.549 -2.830 -0.512
Pd 0.063 0.000 0.000
C 2.020 -0.014 3.653
H -4.148 -3.704 0.308
C -2.613 2.208 -0.285
H 0.482 -2.547 -0.707
H 1.338 0.001 -5.690
C 1.623 0.022 -2.327
C -0.972 -4.123 -0.755
C -0.605 -0.002 2.929
N 0.323 -0.021 1.976
H -1.636 0.011 2.600
C -2.613 -2.208 0.286
C 2.661 0.013 -1.226

Values from the calculation:
Electronic energy in a.u.: -6202.78312
Kohn-Sham gap in eV: 6.434
Total charge: +1
E_HOMO in eV: -11.43
Energy above the lowest of the compared OMol25 structures with the same formula, charge and spin in kJ/mol: 31.6
Maximum force in eV Å⁻¹: 2.63
M in g/mol: 646.74
2S+1: 1



[7]
ORCA calculation (ωB97M-V/def2-TZVPD) on C22H17AuN6 as an isolated structure.

Cartesian coordinates (Å):
C 2.611 -2.072 -2.746
N -0.208 4.978 -3.229
H 2.873 1.206 0.393
H -2.560 0.660 -0.507
C -0.255 -0.295 2.027
C -1.153 1.520 5.178
N 0.721 0.434 1.567
C 2.355 0.372 -0.071
H 0.149 1.779 -4.514
C -1.730 -1.493 -1.874
Au 0.309 -1.618 -0.668
C -0.899 0.081 3.273
C -1.951 0.908 -1.368
C -1.645 2.215 -1.641
H -0.388 -0.582 -4.028
H 4.121 -2.341 -4.233
C 4.059 0.076 -1.863
N -2.229 -1.886 3.051
C -0.719 0.203 -3.359
H -2.002 3.015 -1.007
N -0.691 -1.439 1.364
H 2.010 -2.912 -3.065
C 2.883 -0.314 -1.257
H -2.606 0.894 6.634
C -1.480 -0.140 -2.207
C -2.514 -0.472 5.004
C 3.793 -1.742 -3.396
H -1.977 -3.058 1.389
N 2.170 -1.378 -1.699
N 1.272 -0.067 0.442
C -0.419 1.512 -3.633
H -2.492 -1.712 -1.136
C -1.643 -2.166 1.904
C -0.864 2.523 -2.768
H -2.933 -2.521 3.402
H 5.444 -0.374 -3.445
C -2.136 0.664 5.688
H -0.877 2.408 5.729
C 4.522 -0.655 -2.955
C -0.534 1.234 3.984
C -1.889 -0.749 3.794
H -3.275 -1.132 5.400
H 4.605 0.931 -1.487
C -0.514 3.888 -3.028
H 0.235 1.879 3.583
H -1.546 -2.262 -2.618

Values from the calculation:
Electronic energy in a.u.: -1312.14210
Kohn-Sham gap (alpha / beta) in eV: 6.586 / 5.782
Total charge: +2
E_HOMO (alpha / beta) in eV: -13.90 / -14.73
Maximum force in eV Å⁻¹: 0.43
M in g/mol: 562.39
2S+1: 3



[8]
ORCA calculation (ωB97M-V/def2-TZVPD) on C22H17Cl2NO3 in the gas phase.

Cartesian coordinates (Å):
H 4.051 -1.778 0.195
O -3.758 1.722 2.977
C -1.332 2.882 -0.635
O -1.766 1.043 2.182
H -2.196 3.041 1.893
H 1.980 0.975 -1.089
C -0.833 -1.800 0.178
C 1.053 1.514 -0.974
C -0.581 -1.387 -1.128
C 1.676 -2.208 -0.989
H 2.281 -3.007 -3.492
H 0.841 -1.241 -2.711
Cl -2.822 3.733 -0.475
C 0.466 1.614 0.276
C 0.654 -1.589 -1.706
H -1.260 3.235 -2.739
C -0.762 2.782 -1.896
H 6.288 -2.050 -0.789
O -3.122 -1.189 0.048
C -0.724 2.311 0.482
C -1.339 2.365 1.855
H 6.529 -2.790 -3.130
H -3.450 -0.949 3.755
C 3.011 -2.376 -1.580
C 4.153 -2.116 -0.826
C 0.172 -2.457 0.883
H -1.373 -0.890 -1.669
C -3.293 -0.647 2.718
C 5.546 -2.674 -2.697
H -4.212 -0.824 2.152
Cl 1.238 0.841 1.605
N -2.234 -1.419 2.115
H 2.182 -3.169 0.857
H 4.518 -3.263 -4.480
C 5.411 -2.261 -1.383
C 4.417 -2.937 -3.455
C -2.999 0.852 2.655
C -2.162 -1.449 0.746
C 1.410 -2.653 0.305
C 0.430 2.103 -2.060
C 3.159 -2.785 -2.903
H -0.009 -2.839 1.877
H -0.594 2.673 2.597
H -1.358 -1.409 2.615
H 0.876 2.027 -3.039

Values from the calculation:
Electronic energy in a.u.: -2049.46872
Kohn-Sham gap in eV: 9.127
Total charge: 0
E_HOMO in eV: -8.87
Energy above the lowest of the compared OMol25 structures with the same formula, charge and spin in kJ/mol: 12.5
Maximum force in eV Å⁻¹: 0.52
M in g/mol: 414.29
2S+1: 1